The following is a DFT calculation (ωB97M-V/def2-TZVPD) of a molecular structure, C23H24NO3PRuSe2Te2.

Structure (XYZ):
```
57
Properties=species:S:1:pos:R:3:lowdin_charge:R:1
Ru 0.647 -0.546 -0.099 0.549
Se 0.634 1.033 -1.843 0.170
Te -1.209 0.901 -3.392 0.488
Te -2.787 -0.839 -2.245 0.415
Se -1.612 -1.277 -0.121 0.088
O 0.850 -1.919 1.522 -0.496
P 2.236 -2.547 1.346 0.819
C 2.292 -3.538 -0.142 -0.324
C 3.466 -3.686 -0.883 -0.073
C 3.474 -4.501 -2.003 -0.048
C 2.316 -5.170 -2.382 -0.043
C 1.148 -5.029 -1.645 -0.051
C 1.132 -4.215 -0.523 -0.079
C 3.357 -1.150 1.089 -0.268
C 3.206 -0.440 -0.113 -0.211
C 3.859 0.771 -0.309 -0.063
C 4.676 1.279 0.692 -0.037
C 4.851 0.564 1.869 -0.035
C 4.188 -0.642 2.077 -0.045
C 2.709 -3.520 2.756 -0.276
C 2.630 -2.962 4.035 -0.089
C 2.969 -3.716 5.142 -0.054
C 3.383 -5.034 4.980 -0.040
C 3.455 -5.596 3.715 -0.044
C 3.118 -4.842 2.601 -0.050
H 4.373 -3.174 -0.585 0.119
H 4.382 -4.619 -2.577 0.118
H 2.327 -5.809 -3.254 0.119
H 0.253 -5.560 -1.939 0.117
H 0.224 -4.104 0.058 0.100
H 2.738 -0.925 -0.977 0.078
H 3.754 1.297 -1.250 0.107
H 5.201 2.213 0.544 0.122
H 5.516 0.944 2.633 0.122
H 4.336 -1.182 3.003 0.109
H 2.292 -1.941 4.164 0.091
H 2.912 -3.285 6.132 0.115
H 3.648 -5.624 5.847 0.120
H 3.771 -6.622 3.594 0.119
H 3.177 -5.286 1.615 0.110
O -0.924 2.304 0.340 0.027
C -0.418 1.803 1.316 -0.620
O 0.383 0.783 1.359 -0.228
C -0.693 2.347 2.723 -0.142
N -0.759 1.172 3.676 0.115
C 0.621 0.971 4.286 -0.072
C 1.459 2.153 3.800 -0.134
C 0.442 3.181 3.304 -0.092
H -1.654 2.856 2.714 0.169
H -1.050 0.328 3.182 0.173
H -1.446 1.361 4.406 0.189
H 0.979 0.009 3.932 0.104
H 0.490 0.945 5.365 0.136
H 2.112 1.833 2.990 0.102
H 2.074 2.553 4.603 0.127
H 0.846 3.867 2.562 0.141
H 0.059 3.783 4.131 0.133
```

- Charge: +2
- E_tot: -189010.7701 eV
- HOMO-LUMO gap (alpha / beta): 5.15 / 5.18 eV



The following is a DFT calculation (ωB97M-V/def2-TZVPD) of 4 unconnected molecules or ions with the total composition C23H24O5.

Structure (XYZ):
```
52
Properties=species:S:1:pos:R:3:lowdin_charge:R:1
O -1.656 -1.179 -0.904 -0.047
C -0.401 -0.806 -0.602 -0.158
C 0.841 -1.899 -0.353 -0.018
C 0.618 -3.329 0.484 0.001
C 1.894 -4.378 0.747 -0.048
C 3.370 -3.954 0.096 -0.046
C 3.612 -2.529 -0.744 0.005
C 2.346 -1.506 -0.955 -0.031
C 2.445 -0.026 -1.729 -0.194
O 3.201 0.203 -2.812 -0.032
C 1.548 1.182 -1.000 -0.024
C 2.119 2.711 -0.836 0.044
C 1.152 3.818 -0.046 -0.107
C 1.819 5.328 0.127 -0.145
C 2.622 6.146 -1.048 -0.033
C 3.257 7.623 -0.692 -0.067
C 3.132 8.358 0.797 -0.057
C 2.270 7.525 1.959 -0.065
C 1.646 6.048 1.606 -0.035
C -0.351 3.422 0.558 0.006
C -0.938 1.870 0.390 0.033
C 0.041 0.791 -0.393 -0.019
H -0.441 -3.636 0.937 0.098
H 1.722 -5.369 1.369 0.090
H 4.247 -4.726 0.307 0.088
H 4.673 -2.237 -1.185 0.108
H 3.180 3.073 -1.246 0.118
H 2.781 5.680 -2.125 0.097
H 3.854 8.213 -1.508 0.076
H 3.621 9.398 1.021 0.079
H 2.187 8.077 3.002 0.084
H 1.045 5.467 2.432 0.085
H -1.033 4.216 1.130 0.106
H -1.995 1.590 0.851 0.097
C -3.909 -3.767 -1.721 -0.182
O -3.912 -2.354 -1.643 -0.145
H -4.936 -4.119 -1.839 0.077
H -3.316 -4.084 -2.583 0.074
H -3.486 -4.183 -0.803 0.066
H -2.988 -2.071 -1.539 0.006
C -3.375 -7.837 -1.596 -0.167
O -2.031 -7.882 -1.153 -0.132
H -3.575 -8.715 -2.214 0.081
H -4.044 -7.842 -0.732 0.076
H -3.534 -6.933 -2.189 0.067
H -1.883 -7.090 -0.608 0.074
C -3.164 0.045 3.047 -0.155
O -2.396 1.234 3.013 -0.160
H -3.862 0.049 2.206 0.085
H -2.503 -0.820 2.965 0.077
H -3.726 0.001 3.983 0.077
H -1.786 1.202 3.770 0.092
```

- E_tot: -34449.5609 eV
- HOMO-LUMO gap: 6.58 eV



The following is a DFT calculation (ωB97M-V/def2-TZVPD) of a molecular structure, C23H25BF6IrN5O8S4.

Structure (XYZ):
```
73
Properties=species:S:1:pos:R:3:lowdin_spin:R:1
Ir -1.075 -0.652 -0.946 2.503
F -3.221 4.472 -0.226 0.001
C -3.841 3.539 -0.911 0.008
F -5.128 3.589 -0.643 0.002
F -3.652 3.678 -2.203 0.002
S -3.203 1.844 -0.343 0.019
O -2.714 0.912 -1.397 0.049
O -2.546 2.004 0.945 0.065
N -4.636 1.155 0.034 0.008
S -4.423 -0.383 0.189 0.006
O -3.024 -0.760 0.582 0.060
O -5.425 -1.034 0.967 0.006
C -4.659 -1.119 -1.543 0.001
F -3.519 -1.590 -2.080 0.016
F -5.166 -0.215 -2.359 0.000
F -5.496 -2.145 -1.451 0.001
B 0.841 -3.658 -2.050 0.185
N -0.483 -3.835 -1.377 0.083
C -1.092 -5.051 -1.271 0.031
C -2.265 -4.892 -0.593 0.021
C -2.330 -3.514 -0.322 0.071
N -1.262 -2.889 -0.805 0.062
N 1.607 -2.447 -1.679 0.178
C 2.966 -2.319 -1.907 0.040
C 3.349 -1.093 -1.483 0.048
C 2.151 -0.491 -1.005 0.146
N 1.123 -1.318 -1.135 0.063
H 0.686 -3.652 -3.294 0.166
H 1.534 -4.641 -1.838 0.085
H -0.629 -5.938 -1.671 0.001
H -2.979 -5.648 -0.320 0.001
H -3.097 -2.970 0.200 0.003
H 3.536 -3.122 -2.343 0.000
H 4.330 -0.655 -1.511 0.001
H 2.012 0.491 -0.587 0.005
C 4.618 5.742 -1.051 0.000
C 3.463 4.781 -1.091 0.000
C 3.098 4.155 -2.279 0.000
C 2.001 3.308 -2.337 0.001
C 1.270 3.087 -1.183 0.003
C 1.609 3.698 0.022 0.001
C 2.709 4.533 0.058 0.000
S -0.155 2.072 -1.206 0.012
O -1.291 2.976 -1.171 0.004
O -0.089 1.147 -2.342 0.063
O -0.050 1.215 0.026 0.087
H 5.274 5.615 -1.910 0.000
H 5.202 5.623 -0.139 0.000
H 4.244 6.768 -1.069 0.000
H 3.677 4.340 -3.175 0.000
H 1.708 2.829 -3.262 0.000
H 1.009 3.515 0.906 0.000
H 2.985 5.013 0.990 0.000
C 2.911 -3.660 2.755 0.005
C 1.909 -2.550 2.615 0.028
C 0.542 -2.818 2.589 -0.001
C -0.386 -1.792 2.511 0.029
C 0.075 -0.483 2.494 0.053
C 1.430 -0.181 2.476 0.025
C 2.337 -1.220 2.536 0.002
S -1.081 0.855 2.399 0.355
C -2.398 0.432 3.537 0.065
O -0.409 2.036 2.936 0.311
H 2.440 -4.636 2.656 0.000
H 3.382 -3.612 3.738 0.002
H 3.705 -3.569 2.013 0.001
H 0.200 -3.844 2.646 0.000
H -1.447 -2.008 2.495 0.002
H 1.751 0.852 2.447 0.002
H 3.398 -1.002 2.539 0.000
H -1.932 0.084 4.456 0.010
H -3.037 -0.317 3.075 0.000
H -2.943 1.363 3.679 0.000
```

- 2S+1: 6
- Charge: +1
- E_tot: -111234.3700 eV
- HOMO-LUMO gap (alpha / beta): 9.18 / 4.70 eV



The following is a DFT calculation (ωB97M-V/def2-TZVPD) of 3 unconnected molecules or ions with the total composition C23H25Br6F16N3O2.

Structure (XYZ):
```
75
Properties=species:S:1:pos:R:3:lowdin_charge:R:1
N -1.025 -5.711 0.873 0.068
C -0.413 -4.398 1.152 -0.635
N -1.214 -3.528 2.023 0.096
N 0.805 -4.724 1.927 0.070
C 0.026 -3.728 -0.194 -0.045
C -0.959 -2.713 -0.763 -0.054
C -0.567 -1.638 -1.461 -0.074
C 0.880 -1.270 -1.777 -0.080
C 1.203 0.256 -1.701 -0.056
C 1.668 0.715 -0.298 -0.398
F 1.628 2.090 -0.351 0.063
F 0.797 0.370 0.676 0.142
C 3.156 0.345 0.048 -0.321
F 3.892 0.010 -1.035 0.149
F 3.743 1.468 0.537 0.064
C 3.335 -0.746 1.160 -0.337
F 2.462 -1.770 1.077 0.143
F 3.243 -0.153 2.367 0.046
C 4.770 -1.394 1.117 -0.543
F 5.739 -0.499 1.081 0.201
F 4.863 -2.293 0.132 0.173
F 4.926 -2.103 2.251 0.161
C -1.647 -0.712 -2.028 -0.304
O -1.565 -0.195 -3.100 -0.187
C -2.848 -0.494 -1.099 0.110
C -3.240 -1.537 -0.385 -0.006
C -4.373 -1.566 0.637 -0.362
F -5.405 -2.312 0.180 0.151
F -3.907 -2.238 1.736 0.111
C -4.862 -0.172 1.148 -0.332
F -5.455 -0.402 2.352 0.137
F -3.877 0.706 1.384 0.163
C -6.019 0.438 0.250 -0.539
F -5.885 0.142 -1.038 0.164
F -6.156 1.739 0.462 0.192
F -7.154 -0.158 0.654 0.165
C -2.478 -2.864 -0.606 -0.270
O -3.058 -3.903 -0.686 0.158
H -1.980 -5.597 0.528 0.057
H -1.119 -6.217 1.753 0.074
H -2.201 -3.698 1.828 0.054
H -1.099 -3.849 2.984 0.083
H 0.987 -4.013 2.627 0.071
H 1.598 -4.881 1.319 0.074
H 0.099 -4.551 -0.938 0.140
H 1.046 -3.347 -0.065 0.088
H 1.061 -1.575 -2.829 0.142
H 1.630 -1.807 -1.178 0.101
H 1.979 0.457 -2.462 0.134
H 0.362 0.920 -1.959 0.108
H -3.363 0.467 -1.012 0.125
Br -2.579 1.558 -4.094 0.873
C -3.722 3.110 -4.438 -0.657
C -4.949 3.082 -3.566 -0.695
Br -6.259 1.796 -4.220 0.608
H -3.953 3.113 -5.501 0.048
H -3.107 3.979 -4.204 0.054
H -5.460 4.043 -3.588 0.055
H -4.732 2.814 -2.535 0.038
Br 4.168 2.250 3.356 0.748
C 4.065 2.541 5.278 -0.676
C 5.329 2.100 5.968 -0.699
Br 5.413 0.161 6.124 0.607
H 3.182 2.016 5.630 0.053
H 3.919 3.613 5.398 0.056
H 5.356 2.470 6.991 0.056
H 6.230 2.414 5.448 0.050
Br 4.257 5.185 -4.433 0.604
C 3.225 5.840 -2.918 -0.698
C 2.602 4.707 -2.146 -0.696
Br 1.045 3.989 -3.069 0.627
H 2.494 6.540 -3.312 0.049
H 3.940 6.377 -2.297 0.057
H 2.226 5.058 -1.186 0.061
H 3.283 3.877 -1.982 0.046
```

- E_tot: -496555.6936 eV
- HOMO-LUMO gap: 8.06 eV



In hartree/bohr, the max |F| values for the records above are, in order, 0.026; 0.168; 0.059; 0.054.